## w
Here is 7 unconnected molecules or ions with the total composition C20H54O7 from OMol25. Energies are from ωB97M-V/def2-TZVPD.

The geometry in XYZ format:
```
81
C20H54O7 | OMol25 | ωB97M-V/def2-TZVPD
C 0.43916 -0.12141 -0.69329
C -0.57566 0.35320 0.39035
O -0.16738 1.61632 0.74138
H 0.61992 0.46870 -1.59174
H 0.08533 -1.10819 -0.99192
H 1.41184 -0.16200 -0.20304
H -0.59524 -0.21739 1.31886
H -1.57039 0.34001 -0.05511
H -0.19818 2.12481 -0.07230
C -1.95167 5.63362 -4.39073
C -1.92387 4.08944 -4.43520
C -0.64727 3.54044 -5.08942
O -1.94822 3.65801 -3.04868
H -1.99948 5.99958 -5.41635
H -1.07741 6.09150 -3.92800
H -2.89117 5.97228 -3.95400
H -2.80820 3.57440 -4.81042
H 0.22889 3.88400 -4.53949
H -0.53003 3.84421 -6.12965
H -0.75590 2.47222 -4.90180
H -2.85065 3.77202 -2.74174
C -5.60584 -4.73061 -0.97695
C -5.27894 -4.44527 0.45169
C -4.18357 -3.33477 0.54327
O -6.36538 -3.78648 0.96072
H -6.17771 -3.94507 -1.47092
H -6.15660 -5.67105 -0.99495
H -4.72907 -4.77763 -1.62282
H -5.03321 -5.33861 1.02586
H -3.26297 -3.86487 0.29918
H -4.02148 -2.87218 1.51684
H -4.33371 -2.57341 -0.22216
H -6.26992 -3.78275 1.91596
C -2.29811 5.29989 3.30829
C -0.83100 5.68856 3.80167
C -0.87077 6.51139 5.00757
O -0.16162 4.46259 4.13479
H -2.91846 4.86002 4.08918
H -2.23571 4.55642 2.51364
H -2.74567 6.18896 2.86405
H -0.32799 6.26690 3.02667
H -1.22847 7.52594 4.83197
H 0.14218 6.57221 5.40549
H -1.58528 6.07845 5.70767
H -0.06012 4.04895 3.27444
C 2.58414 0.63613 5.53809
C 3.88238 1.44044 5.44893
C 4.28311 1.64874 3.96155
O 3.71043 2.71790 5.95038
H 1.77221 1.10168 4.97939
H 2.18526 0.64340 6.55245
H 2.69460 -0.40871 5.24786
H 4.71687 0.92409 5.92339
H 5.36054 1.75567 3.83584
H 3.80566 2.47079 3.42827
H 3.94754 0.73046 3.47963
H 2.86720 3.05470 5.63873
C 3.13240 -4.80331 2.15233
C 4.55330 -5.31850 2.58370
C 5.48600 -4.16372 2.68597
O 4.45208 -6.05563 3.83303
H 2.56462 -4.28193 2.92298
H 2.58608 -5.59242 1.63567
H 3.34794 -4.07123 1.37408
H 4.91908 -6.12654 1.95018
H 6.41467 -4.30011 3.24011
H 5.01562 -3.35374 3.24344
H 5.78130 -3.90028 1.67034
H 5.34967 -6.16701 4.15476
C 0.15326 -3.26346 -5.89477
C 0.18427 -3.10939 -7.42337
C -0.49940 -1.92921 -8.00381
O 1.54144 -3.02736 -7.73034
H -0.91191 -3.24367 -5.66428
H 0.61198 -2.47620 -5.29653
H 0.45472 -4.20588 -5.43754
H -0.24422 -4.05610 -7.75234
H -0.74811 -2.07695 -9.05472
H 0.14327 -1.05387 -7.90975
H -1.40650 -1.72969 -7.43332
H 1.55346 -3.17247 -8.67924
```

SMILES: CC(C)O.CC(C)O.CC(C)O.CC(C)O.CC(C)O.CC(C)O.CCO
spin multiplicity: 1
lowest unoccupied orbital energy: 0.01446 Eh


## x
Here is 7 unconnected molecules or ions with the total composition C20H54O7 from OMol25. Energies are from ωB97M-V/def2-TZVPD.

The geometry in XYZ format:
```
81
C20H54O7 | OMol25 | ωB97M-V/def2-TZVPD
C 0.02062 0.88190 0.20963
C 0.81530 0.09793 1.21670
O 1.15804 1.01141 2.21993
H -0.27936 0.30532 -0.66540
H 0.57274 1.79057 -0.03037
H -0.93265 1.19947 0.63213
H 1.72277 -0.20242 0.69287
H 0.28002 -0.74200 1.65954
H 0.56148 0.85728 2.95611
C -2.11536 1.99781 3.42994
C -1.28340 1.65240 4.65396
C -2.10163 1.46676 5.99123
O -0.54679 0.50909 4.26869
H -1.49434 2.20783 2.55912
H -2.65617 2.94148 3.50127
H -2.89292 1.29871 3.12211
H -0.53578 2.44294 4.71894
H -2.80059 2.26437 6.24294
H -1.48834 1.37235 6.88738
H -2.70022 0.55595 6.00571
H 0.07393 0.31964 4.97610
C 3.99992 1.77646 -1.09144
C 4.02353 2.69626 0.13094
C 4.50819 2.02498 1.43752
O 4.97567 3.60923 -0.28064
H 4.88674 1.15544 -1.21786
H 3.74303 2.26333 -2.03222
H 3.14510 1.12660 -0.90425
H 3.10473 3.28267 0.12659
H 5.32463 2.55856 1.92417
H 4.90396 1.04633 1.16602
H 3.69310 1.66409 2.06481
H 5.80709 3.19993 -0.53128
C -4.01130 -1.95840 2.74984
C -3.09080 -2.41710 3.91240
C -3.62489 -3.80670 4.31452
O -1.77828 -2.38918 3.56813
H -3.94945 -2.71152 1.96428
H -3.75617 -0.97501 2.35494
H -5.06694 -1.99160 3.01932
H -3.26023 -1.78842 4.78656
H -2.86910 -4.58851 4.23933
H -4.54699 -4.16151 3.85415
H -3.80331 -3.71196 5.38563
H -1.43800 -1.49822 3.45858
C 0.18541 0.57032 -4.22464
C 0.85416 1.82044 -4.75239
C 2.40117 1.81045 -4.57740
O 0.46446 2.03477 -6.11667
H -0.89119 0.72978 -4.28456
H 0.54362 0.56725 -3.19518
H 0.31301 -0.38443 -4.73479
H 0.35609 2.63633 -4.22862
H 2.92656 2.73163 -4.82937
H 2.73388 0.96253 -5.17610
H 2.55096 1.68864 -3.50463
H 0.98011 1.50166 -6.72618
C 3.18261 -2.59936 -0.86781
C 3.15864 -2.90631 -2.36574
C 2.11634 -1.98058 -3.12365
O 4.45220 -2.62165 -2.88318
H 3.40346 -1.53561 -0.77966
H 3.86915 -3.24459 -0.31970
H 2.13850 -2.71846 -0.57840
H 2.80151 -3.92134 -2.53971
H 1.13883 -1.98479 -2.64140
H 2.00534 -2.14245 -4.19584
H 2.35235 -0.93247 -2.93964
H 4.36691 -2.54519 -3.83632
C -3.66856 -1.32626 -3.30370
C -3.86832 -0.11464 -2.32946
C -3.48455 -0.55292 -0.95460
O -3.05910 0.92298 -2.73682
H -4.39799 -2.12056 -3.14519
H -2.63971 -1.68066 -3.36658
H -3.74062 -0.97269 -4.33224
H -4.90910 0.20910 -2.33847
H -2.50675 -1.02481 -0.85800
H -4.28814 -1.18963 -0.58454
H -3.41699 0.34425 -0.33927
H -2.72190 1.33471 -1.93784
```

SMILES: CC(C)O.CC(C)O.CC(C)O.CC(C)O.CC(C)O.CC(C)O.CCO
spin multiplicity: 1
lowest unoccupied orbital energy: 0.01674 Eh


Bottom line: x, by a margin of 12.2 kcal/mol.


## w
Here is 13 unconnected molecules or ions with the total composition C31H94N20O13 from OMol25. Energies are from ωB97M-V/def2-TZVPD.

The geometry in XYZ format:
```
158
C31H94N20O13 | OMol25 | ωB97M-V/def2-TZVPD
C -4.16464 4.13666 -2.75678
C -5.01049 2.92758 -3.00152
C -4.64148 1.60510 -2.32262
O -5.43842 0.58008 -2.83708
C -5.67143 -0.57263 -2.03476
N -6.42590 3.30240 -2.58300
H -4.52518 4.65022 -1.83617
H -4.34233 4.75060 -3.67051
H -3.09782 3.83829 -2.76211
H -5.19847 2.75330 -4.01182
H -4.57805 1.67090 -1.18956
H -3.60570 1.34666 -2.54318
H -4.74431 -1.10096 -1.86858
H -6.38501 -1.16474 -2.59443
H -5.95402 -0.22323 -1.08135
H -6.42404 3.52767 -1.59522
H -7.11422 2.58949 -2.77244
C -1.95625 -5.18784 2.49137
C -3.27027 -4.61095 2.90515
C -4.25773 -4.99066 1.80206
O -4.18391 -4.01525 0.79867
C -4.86099 -4.33290 -0.40375
N -3.82245 -5.26847 4.15966
H -2.02002 -6.29148 2.45257
H -1.18168 -4.95133 3.25771
H -1.58494 -4.83824 1.51099
H -3.26406 -3.51542 3.00806
H -5.29841 -4.98120 2.15672
H -3.94099 -5.93660 1.34344
H -5.88606 -3.87844 -0.38002
H -4.95210 -5.36690 -0.61192
H -4.27940 -3.79103 -1.11580
H -3.34834 -5.13470 5.03855
H -4.80233 -4.96073 4.24447
C -0.97763 4.47447 4.11408
C -0.29710 4.67504 2.77064
C -1.26697 5.11733 1.69499
O -2.19941 4.09263 1.53994
C -2.93733 4.24283 0.33321
N 0.62400 5.91816 2.99490
H -1.53755 3.54917 4.22891
H -1.77668 5.21201 4.23690
H -0.28651 4.51688 4.91616
H 0.36937 3.90263 2.45474
H -0.87932 5.31254 0.66921
H -1.82264 6.04584 1.92999
H -3.45123 3.28970 0.17532
H -2.29479 4.44440 -0.51706
H -3.71049 5.00042 0.30391
H -0.03133 6.56118 3.42324
H 1.21173 5.59806 3.74984
C 6.07014 0.86472 -5.10298
C 5.85770 0.35698 -3.67853
C 6.94691 -0.57099 -3.13443
O 6.48504 -1.05025 -1.86779
C 7.39351 -1.83865 -1.27402
N 5.48743 1.54811 -2.80141
H 6.20839 0.00860 -5.76583
H 6.84980 1.61521 -5.23824
H 5.18412 1.44080 -5.32637
H 4.89187 -0.26595 -3.68853
H 7.89638 -0.08282 -2.99661
H 7.10071 -1.53483 -3.74020
H 7.55543 -2.81078 -1.82971
H 7.01533 -2.09428 -0.28359
H 8.37723 -1.35480 -1.03907
H 5.88555 2.33463 -3.36394
H 6.03802 1.50681 -1.97329
C 2.88542 0.22971 6.81173
C 3.44006 -0.14102 5.42386
C 2.31732 -0.07761 4.37971
O 1.08526 -0.71732 4.78818
C 1.11121 -2.11220 4.74251
N 4.56377 0.68001 5.01435
H 2.36726 1.19746 6.81029
H 3.76335 0.34017 7.46153
H 2.19176 -0.51078 7.11702
H 3.77827 -1.17985 5.54077
H 2.59255 -0.49870 3.36760
H 2.03251 0.95533 4.18948
H 0.34873 -2.46417 5.39474
H 2.09701 -2.49159 5.04945
H 0.87933 -2.49341 3.72882
H 5.15612 0.74373 5.83699
H 4.31462 1.64254 4.80371
C -0.59671 -0.23039 2.27702
C -0.57693 -0.00584 0.82357
C 0.17603 1.34796 0.54119
O 0.16958 1.52250 -0.88859
C -0.90126 2.27014 -1.36722
N -0.05960 -1.20906 0.01133
H -1.29766 -1.00790 2.55649
H -0.76811 0.63875 2.82402
H 0.42539 -0.56729 2.47460
H -1.60684 0.21222 0.49447
H 1.25903 1.34160 0.88719
H -0.31458 2.15627 1.04820
H -0.95501 3.31998 -1.06359
H -1.81358 1.68521 -1.10261
H -0.84630 2.29342 -2.49142
H 0.23547 -0.73325 -0.84881
H 0.90492 -1.43896 0.38828
C -1.84710 0.73872 -4.68919
O -1.17303 1.72748 -4.63505
N -1.57438 -0.39129 -4.07396
N -2.99119 0.68275 -5.40375
H -2.08115 -1.22618 -4.14481
H -0.67769 -0.42392 -3.63959
H -3.67407 -0.01575 -5.16807
H -3.26570 1.56806 -5.79936
C 2.42360 -3.92793 0.87613
O 2.80932 -2.75578 1.10167
N 1.07994 -4.34066 0.93901
N 3.36453 -4.99194 0.81518
H 0.49323 -3.57638 0.68631
H 0.76915 -5.15859 0.46161
H 2.97315 -5.95995 0.92734
H 4.08798 -4.67211 1.38663
C 3.13122 3.52196 1.86304
O 2.84558 3.14908 3.03969
N 4.03863 2.75502 1.12437
N 2.62263 4.65176 1.33070
H 4.61670 2.08116 1.61019
H 4.49695 3.32761 0.41597
H 2.09945 5.30366 1.90426
H 2.60391 4.87139 0.35263
C -3.88834 0.00253 1.80221
O -4.00355 0.38236 0.62454
N -3.76054 -1.35211 2.13307
N -4.05974 0.91733 2.82400
H -3.76455 -2.03696 1.39341
H -3.75978 -1.58489 3.11003
H -3.67277 0.69416 3.72983
H -3.93978 1.84876 2.42678
C 2.31300 -1.23077 -2.46332
O 1.24443 -1.27723 -3.12413
N 3.22192 -2.34252 -2.43085
N 2.50950 -0.15333 -1.54150
H 4.12683 -2.17906 -2.05522
H 3.09387 -3.31535 -2.71317
H 1.82734 0.56648 -1.53608
H 3.48263 0.05067 -1.23698
C -1.65529 -4.36765 -1.77114
O -2.29014 -5.35003 -1.82116
N -0.57633 -4.17849 -2.71666
N -1.85638 -3.44655 -0.73725
H -0.83742 -4.40717 -3.66747
H 0.04713 -3.35217 -2.74160
H -1.27919 -2.59354 -0.64878
H -2.65178 -3.62543 -0.14783
C 2.20617 1.15821 -5.54194
O 3.12477 1.49147 -6.25148
N 1.18444 0.38715 -5.97094
N 2.15788 1.48833 -4.24045
H 0.60684 -0.23632 -5.42254
H 1.39355 0.11915 -6.92368
H 1.30860 1.48697 -3.71401
H 2.86838 2.20914 -4.04274
```

spin multiplicity: 1
lowest unoccupied orbital energy: 0.01498 Eh


## x
Here is 13 unconnected molecules or ions with the total composition C31H94N20O13 from OMol25. Energies are from ωB97M-V/def2-TZVPD.

The geometry in XYZ format:
```
158
C31H94N20O13 | OMol25 | ωB97M-V/def2-TZVPD
C 19.18966 -1.44784 13.07574
O 18.44335 -0.86913 13.85628
N 20.29015 -0.86420 12.54362
N 18.98039 -2.73008 12.59944
H 20.59662 0.06564 12.78415
H 20.86802 -1.38409 11.90983
H 19.75361 -3.21613 12.17712
H 18.38087 -3.36489 13.09744
C 11.38139 -3.86182 12.62076
O 10.95528 -3.54892 13.72646
N 11.83314 -2.94370 11.71348
N 11.48378 -5.15973 12.17763
H 11.59367 -1.97007 11.87859
H 12.38526 -3.20789 10.92151
H 12.01343 -5.50269 11.40412
H 10.95294 -5.84504 12.68860
C 17.48836 -6.32528 6.19449
O 18.16083 -7.35778 6.38621
N 16.82392 -6.12632 5.02282
N 17.09538 -5.49949 7.21376
H 16.28912 -5.27297 4.88348
H 16.90481 -6.81211 4.29823
H 16.97023 -4.50035 7.07130
H 17.31327 -5.79230 8.15194
C 12.68065 -1.22330 7.46270
O 11.94839 -0.24227 7.57135
N 13.14682 -1.67664 6.26947
N 13.01924 -2.01900 8.53808
H 13.16586 -0.94117 5.58052
H 13.56961 -2.57189 6.10396
H 13.95574 -2.42214 8.53846
H 12.49724 -1.85373 9.37670
C 20.42666 -3.22759 6.11457
O 19.91659 -3.28776 4.99504
N 20.03011 -3.95479 7.20673
N 21.38007 -2.27683 6.41720
H 19.26532 -4.59979 7.06016
H 20.62684 -4.01891 8.00632
H 21.78180 -2.26434 7.33523
H 21.89830 -1.93168 5.62714
C 18.21099 2.34989 12.51652
O 19.36535 2.15046 12.94084
N 17.23483 1.40443 12.52585
N 17.82202 3.55395 11.98640
H 16.26446 1.59828 12.20690
H 17.46645 0.58719 13.08690
H 18.43561 4.35379 12.02499
H 16.82286 3.60993 11.92710
C 15.75005 2.45679 8.04246
O 15.17256 3.42178 7.53401
N 16.62744 2.66521 9.08649
N 15.68676 1.21188 7.50498
H 16.83842 3.64655 9.15912
H 17.20125 1.88894 9.34221
H 16.28688 0.47727 7.91007
H 15.21403 1.12680 6.62613
C 23.10740 1.58705 6.66416
C 23.99866 1.90607 7.85931
C 23.52759 1.23656 9.14620
O 22.28800 1.84278 9.46899
C 21.88247 1.59470 10.80753
N 25.37362 1.51802 7.45688
H 22.16970 2.15155 6.74716
H 22.74525 0.55031 6.70194
H 23.38886 1.71533 5.62013
H 23.93825 2.99572 7.95728
H 24.19866 1.28404 10.01101
H 23.29880 0.17493 8.96124
H 22.02754 0.51345 10.93334
H 20.81746 1.79723 10.89140
H 22.49432 2.21838 11.46216
H 25.66211 2.34957 6.93656
H 26.02749 1.65196 8.23446
C 15.91799 -8.49375 10.70218
C 16.25551 -7.32975 11.66537
C 15.94113 -5.91688 11.12424
O 16.68013 -5.48338 10.00304
C 18.11367 -5.43607 10.18219
N 15.56717 -7.57912 12.95505
H 14.84595 -8.58103 10.52034
H 16.26030 -9.41931 11.16304
H 16.45941 -8.38048 9.76223
H 17.33722 -7.42539 11.77446
H 16.10518 -5.23767 11.97505
H 14.89589 -5.79972 10.83780
H 18.39164 -4.42400 10.50651
H 18.59614 -5.47569 9.20913
H 18.59675 -6.13950 10.85518
H 14.58834 -7.38750 12.72133
H 15.77227 -6.71033 13.46096
C 15.98288 -2.06266 11.45470
C 16.22522 -1.58551 10.02779
C 17.64324 -1.06445 9.80527
O 17.70704 -0.34803 8.57735
C 19.02327 0.06525 8.23139
N 15.81365 -2.70023 9.13528
H 16.29397 -1.17482 12.02331
H 16.50324 -2.97998 11.70884
H 14.95975 -2.11656 11.82722
H 15.58072 -0.71529 9.85303
H 18.41402 -1.84151 9.90511
H 17.89251 -0.36262 10.61713
H 19.82271 -0.66789 8.35541
H 19.26917 0.88254 8.92378
H 19.02861 0.46590 7.22254
H 16.33790 -3.53331 9.40852
H 16.25601 -2.43363 8.24784
C 22.28639 5.29326 9.53809
C 21.04680 5.00906 10.41126
C 20.50067 6.29854 11.00126
O 19.21094 6.07500 11.54155
C 18.77546 7.12008 12.39503
N 20.13564 4.17218 9.64984
H 22.79410 6.23126 9.76306
H 21.87594 5.47625 8.53741
H 22.93568 4.43105 9.41801
H 21.42241 4.42945 11.26859
H 20.31953 7.04762 10.21763
H 21.26321 6.69720 11.67559
H 19.15142 8.07332 12.01651
H 19.16835 6.99166 13.40899
H 17.69140 7.10278 12.47653
H 20.59293 3.28988 9.44025
H 19.34232 3.82540 10.18412
C 17.51211 -0.77310 4.69282
C 16.66391 -1.84383 5.39632
C 16.02653 -2.81848 4.32469
O 15.12755 -3.76968 4.84485
C 14.38878 -4.33986 3.78119
N 17.42373 -2.55017 6.42471
H 18.06064 -0.13863 5.37900
H 16.88436 -0.16040 4.04064
H 18.17114 -1.31232 4.00562
H 15.77547 -1.33684 5.78917
H 16.88814 -3.19704 3.76109
H 15.45293 -2.14548 3.67588
H 13.67705 -3.64389 3.32311
H 13.82598 -5.19965 4.13692
H 14.97451 -4.66406 2.91401
H 17.77220 -1.85217 7.09589
H 18.32375 -2.72933 5.94463
C 12.24129 2.81254 11.35507
C 13.24715 1.79128 11.88964
C 12.85248 0.40687 11.47866
O 11.58337 -0.00696 11.97774
C 11.45083 0.09290 13.38791
N 14.64686 2.16206 11.52133
H 12.04417 2.71684 10.28627
H 12.42822 3.86487 11.58141
H 11.27649 2.65460 11.85034
H 13.40748 1.93547 12.96353
H 13.60073 -0.35416 11.72804
H 12.81414 0.33870 10.38797
H 10.42383 -0.24644 13.54583
H 11.43859 1.10901 13.79024
H 12.14573 -0.59026 13.88328
H 14.80158 2.17583 10.51142
H 14.67868 3.14388 11.78614
```

spin multiplicity: 1
lowest unoccupied orbital energy: -0.02258 Eh


Bottom line: x, by a margin of 22.8 kcal/mol.